Molecular formula: C30H36N2O3PS3Si2TeTi
Method: DFT, ωB97M-V with the def2-TZVPD basis set

Charge: +1
Relative energy (zero: lowest compared OMol25 entry of this formula, charge and spin), eV: 0.818
E_LUMO, eV: -4.46
DFT total energy, eV: -128772.491
Kohn-Sham gap, eV: 6.754
HOMO energy, eV: -11.21

Element x y z (Å)
Ti1 2.19 0.25 0.50
S1 3.63 -0.04 -1.39
C1 4.38 -1.23 -0.34
S2 3.65 -1.37 1.26
C2 5.43 -2.00 -0.71
C3 5.97 -2.97 0.18
N1 6.38 -3.73 0.93
C4 5.99 -1.87 -2.02
N2 6.40 -1.72 -3.07
O1 2.06 1.17 2.25
S3 2.75 2.45 1.82
O2 3.83 2.88 2.62
O3 3.07 2.06 0.40
C5 1.49 3.66 1.72
C6 1.70 4.88 2.35
C7 0.73 5.87 2.22
C8 -0.41 5.62 1.47
C9 -0.60 4.40 0.85
C10 0.35 3.39 0.97
P1 0.02 1.78 0.15
C11 -1.53 1.29 0.95
C12 -1.69 1.52 2.32
C13 -2.85 1.13 2.96
C14 -3.86 0.51 2.25
C15 -3.72 0.27 0.89
C16 -2.56 0.66 0.24
C17 -0.29 2.28 -1.56
C18 -1.54 2.61 -2.07
C19 -1.66 3.06 -3.37
C20 -0.53 3.22 -4.16
C21 0.72 2.92 -3.65
C22 0.85 2.45 -2.35
H1 2.60 5.05 2.91
H2 0.87 6.82 2.70
H3 -1.16 6.39 1.37
H4 -1.50 4.23 0.27
H5 -0.91 2.02 2.89
H6 -2.96 1.31 4.02
H7 -4.77 0.21 2.76
H8 -4.51 -0.20 0.33
H9 -2.46 0.48 -0.82
H10 -2.43 2.52 -1.46
H11 -2.64 3.30 -3.77
H12 -0.63 3.57 -5.18
H13 1.61 3.06 -4.26
H14 1.84 2.25 -1.96
C23 -0.04 -1.05 -3.72
Si1 -1.40 -2.07 -2.89
C24 -3.08 -1.26 -3.13
C25 -1.39 -3.82 -3.57
C26 -1.05 -2.23 -1.03
Te1 1.02 -2.13 -0.54
C27 0.94 -3.55 1.04
Si2 -0.01 -3.14 2.63
C28 -1.87 -3.24 2.31
C29 0.46 -1.40 3.15
C30 0.52 -4.38 3.93
H15 -0.47 -0.34 -4.41
H16 0.64 -1.69 -4.28
H17 0.56 -0.47 -3.01
H18 -3.44 -1.45 -4.14
H19 -3.03 -0.18 -3.01
H20 -3.83 -1.65 -2.45
H21 -1.55 -3.82 -4.65
H22 -2.18 -4.42 -3.12
H23 -0.44 -4.31 -3.38
H24 -1.30 -3.25 -0.73
H25 -1.61 -1.57 -0.37
H26 1.98 -3.78 1.26
H27 0.51 -4.42 0.54
H28 -2.26 -2.29 1.94
H29 -2.40 -3.48 3.23
H30 -2.12 -4.01 1.58
H31 0.22 -0.68 2.36
H32 1.51 -1.32 3.41
H33 -0.11 -1.08 4.03
H34 0.28 -5.40 3.64
H35 0.02 -4.18 4.88
H36 1.59 -4.33 4.10